One molecule with the formula C4H7FN2, computed with ωB97M-V/def2-TZVPD.

XYZ file:
```
14
Properties=species:S:1:pos:R:3
H -2.22927 -0.82616 -0.12774
N -1.21262 -0.97765 -0.10359
C -0.63445 0.15198 -0.24650
C -1.46421 1.43494 -0.14872
F -0.69115 2.59171 -0.38693
N 0.73794 0.37912 -0.30059
C 1.71520 -0.51997 0.07047
C 1.48988 -1.81533 0.44514
H -1.91521 1.53337 0.84548
H -2.24940 1.40734 -0.91211
H 0.88731 1.37843 -0.43494
H 2.74466 -0.10515 -0.09372
H 0.51145 -2.20341 0.53192
H 2.30986 -2.42922 0.86183
```

Summary:
Lowest unoccupied orbital energy in Ha: 0.0323
SMILES: [H]/N=C(\CF)NC=C
E_tot in eV: -9958.093
HOMO in eV: -8.44
Energy above the lowest of the compared OMol25 structures with the same formula, charge and spin in kJ/mol: 66.50

These are the Löwdin partial charges, in e, on atoms 1 to 4: H 0.059; N 0.127; C -0.404; C -0.107

***

A 2-piece molecular cluster, C5H12NP overall, computed with ωB97M-V/def2-TZVPD.

XYZ file:
```
19
Properties=species:S:1:pos:R:3
C -3.86445 0.20428 -0.05776
N -2.72476 0.05240 -0.42842
C -2.94117 0.43662 1.03709
H -4.82590 0.48142 -0.44248
H -2.57069 1.45691 1.08059
H -2.75678 -0.44539 1.60916
C 2.69927 0.42561 0.75657
C 2.12209 0.37126 -0.68373
C 0.69690 -0.09108 -0.53165
P 0.57101 -1.85412 -0.07978
H 3.45554 1.24506 0.76876
H 1.83206 0.77997 1.38234
H 3.12361 -0.54819 1.00102
H 2.23748 1.30916 -1.19522
H 2.72355 -0.18883 -1.46293
H 0.22922 0.57009 0.30606
H 0.12066 0.07366 -1.51058
H -0.78539 -1.95997 -0.06121
H 0.65774 -2.31885 -1.48783
```

Summary:
Lowest unoccupied orbital energy in Ha: 0.0392
SMILES: C1=NC1.CCCP
E_tot in eV: -16154.462
HOMO in eV: -8.94
Energy above the lowest of the compared OMol25 structures with the same formula, charge and spin in kJ/mol: 344.39

These are the Löwdin partial charges, in e, on atoms 1 to 4: C -0.196; N 0.087; C -0.120; H 0.106

***

Values of HOMO-LUMO gap, in order: 9.32 10.01, all in eV.